Entry 1:
ORCA calculation (ωB97M-V/def2-TZVPD) on 3 unconnected molecules or ions with the total composition C4H10O3.

Geometry as XYZ:
```
17
Properties=species:S:1:pos:R:3:mulliken_charge:R:1
O -1.90 -1.28 -0.66 -0.64
O -2.10 0.83 1.39 -0.34
O -0.20 0.11 -2.44 -0.80
C 1.54 0.46 0.49 -0.20
C 2.13 -0.56 1.18 -1.06
C -0.77 0.51 1.45 -0.55
C 0.24 1.11 0.72 -0.20
H 3.14 -0.89 0.99 0.25
H 2.12 0.96 -0.29 0.34
H 1.57 -1.17 1.88 0.19
H 0.23 2.10 0.28 0.29
H -2.54 0.13 0.90 0.26
H -2.19 -1.97 -1.23 0.28
H 0.52 0.44 -1.87 0.24
H -0.46 -0.48 1.77 0.20
H -0.01 0.44 -3.32 0.33
H -1.32 -0.73 -1.21 0.42
```

Summary:
Kohn-Sham gap (alpha / beta): 3.3 / 6.2 eV
strongest force on any atom: 1.8 eV/A
multiplicity: 2
charge: -1
total energy: -384.04126 Ha
relative energy (zero: lowest compared OMol25 entry of this formula, charge and spin): 0.921 eV
LUMO level (alpha / beta): 3.71 / 3.51 eV

=====

Entry 2:
ORCA calculation (ωB97M-V/def2-TZVPD) on a molecular structure, C22H20BClN4O2Pd.

Geometry as XYZ:
```
51
Properties=species:S:1:pos:R:3:mulliken_charge:R:1
Pd -0.92 0.13 -0.77 1.02
Cl 5.17 -1.19 4.97 -0.15
O 2.16 1.05 0.04 -0.39
O 0.56 1.19 2.49 -0.37
N -1.23 1.32 -2.40 -0.48
N -1.65 1.53 0.51 0.18
N -0.55 -1.09 0.79 -0.45
N -0.17 -1.12 -2.19 0.00
C -1.28 0.46 -3.58 0.44
C 0.47 -2.26 -2.04 0.04
C 3.86 -0.02 2.92 -0.54
C 2.82 0.53 2.26 0.64
C -0.64 -0.78 -3.43 0.15
C -0.28 -1.80 1.66 0.23
C 0.67 -3.15 -3.11 -0.92
C 3.72 -0.69 4.21 0.29
C -2.78 1.22 1.17 -0.22
C 1.49 0.54 2.89 -0.08
C 1.31 -0.44 4.05 0.55
C -2.79 3.35 2.25 -0.14
C -0.52 -1.63 -4.54 0.75
C -1.85 0.82 -4.77 -0.62
C -1.63 3.66 1.57 -0.80
C 0.17 -2.85 -4.34 -0.47
C -3.37 2.10 2.05 -0.81
C -1.10 -1.24 -5.77 -0.95
C 2.52 -0.91 4.75 -0.66
C -1.77 -0.06 -5.87 -0.74
C -1.08 2.73 0.70 -0.17
C 3.03 1.05 0.88 -0.52
B 0.14 -2.56 2.96 -0.08
H 1.10 -3.24 2.91 0.03
H -0.69 -2.68 3.79 0.03
H 0.84 -2.49 -1.06 0.44
H 0.48 -0.15 4.69 0.56
H -3.19 0.24 0.99 0.50
H -4.28 1.81 2.56 0.45
H -1.02 -1.91 -6.62 0.44
H -2.34 1.78 -4.88 0.43
H -2.22 0.23 -6.81 0.43
H 4.07 1.34 0.64 0.36
H -1.13 4.61 1.70 0.46
H 4.86 0.02 2.49 0.46
H -2.01 1.97 -2.35 0.40
H -0.38 1.89 -2.46 0.40
H 2.42 -1.41 5.70 0.50
H 1.21 -4.07 -2.92 0.41
H 0.91 -1.28 3.39 -0.38
H 0.29 -3.54 -5.17 0.46
H -3.24 4.06 2.93 0.44
H -0.16 2.92 0.18 0.49
```

Summary:
Kohn-Sham gap: 7.6 eV
strongest force on any atom: 0.8 eV/A
charge: +2
total energy: -1832.23887 Ha
relative energy (zero: lowest compared OMol25 entry of this formula, charge and spin): 0.000 eV
LUMO level: -6.94 eV

=====

Entry 3:
ORCA calculation (ωB97M-V/def2-TZVPD) on 5 unconnected molecules or ions with the total composition C33H78F6N12O9P4S.

Geometry as XYZ:
```
143
Properties=species:S:1:pos:R:3:mulliken_charge:R:1
S 2.97 -3.74 -0.89 1.44
P -3.71 -4.78 -0.70 0.74
P 1.18 -0.22 4.47 0.67
P -2.89 2.09 -2.76 0.72
P 2.97 7.54 1.68 0.70
F 5.22 -1.04 -0.69 -0.27
F 5.54 -3.43 -1.45 -0.24
F 3.28 -0.77 -1.69 -0.12
F 4.28 -3.22 -3.16 -0.28
F 5.10 -0.91 -2.81 -0.28
F 1.03 -1.92 -5.54 -0.40
O 0.60 0.47 3.25 -0.80
O -1.40 1.96 -3.01 -0.77
O 1.93 8.09 0.74 -0.82
O 3.67 -4.72 -0.14 -0.73
O 1.32 -5.21 -5.25 -0.51
O -3.93 -3.38 -1.22 -0.70
O 1.49 -6.54 -3.44 -0.33
O 2.21 -2.81 -0.13 -0.38
O 1.79 -6.77 -1.23 -0.46
N -3.25 -6.08 0.32 0.11
N -5.38 -5.22 -0.59 0.22
N 4.28 7.35 0.58 0.22
N -4.40 2.13 -1.96 0.05
N 4.04 7.40 3.02 0.04
N 1.32 -0.89 6.04 0.04
N 1.39 -1.78 3.74 0.24
N -3.46 0.87 -3.83 0.57
N 2.08 6.16 2.20 0.24
N -2.76 -5.42 -1.98 0.40
N -3.03 3.76 -3.22 0.21
N 2.54 0.78 4.75 0.42
C -6.31 -4.10 -0.38 -1.13
C -5.71 1.89 -2.52 -0.87
C 0.48 -2.07 2.63 -1.09
C 1.34 -4.15 -3.16 0.89
C 2.52 -1.12 6.81 -0.89
C -2.95 -7.45 -0.06 -0.82
C 1.55 -1.77 -4.27 1.07
C -6.06 -6.29 -1.31 -1.01
C 2.24 2.13 5.20 -1.36
C 1.94 -6.10 -2.20 -0.23
C 2.10 -4.61 -2.15 -0.19
C 4.38 -2.92 -1.85 0.53
C -3.11 -0.49 -3.46 -1.52
C -3.95 0.99 -5.19 -1.16
C 4.46 -1.37 -1.72 0.72
C 1.22 -0.35 -3.80 -1.86
C -1.82 4.56 -3.04 -1.13
C 0.62 6.29 2.13 -1.09
C 0.82 -2.77 -3.36 -1.25
C 0.15 -1.65 6.51 -1.12
C 3.91 0.60 4.34 -1.11
C 4.86 8.58 0.07 -1.18
C 2.45 4.76 2.01 -0.94
C 3.49 7.82 4.31 -1.09
C 1.22 -5.33 -4.08 0.33
C -3.82 4.29 -4.31 -1.04
C 2.65 -2.48 3.54 -0.96
C -3.55 -5.90 1.74 -1.16
C 5.25 6.61 3.10 -0.91
C -4.41 2.82 -0.67 -1.15
C -3.17 -6.21 -3.13 -1.20
C 4.71 6.17 -0.13 -1.06
C -1.43 -4.87 -2.11 -1.47
H -2.83 -6.43 2.37 0.43
H -0.18 -2.88 -3.77 0.47
H -1.96 -7.53 -0.51 0.12
H -6.48 2.24 -1.84 0.43
H 3.41 -1.87 3.05 0.19
H -4.38 1.96 -5.39 0.32
H 5.80 6.15 -0.19 0.40
H 4.32 6.13 -1.16 0.32
H -0.77 -1.22 6.10 0.34
H -5.89 -6.24 -2.39 0.30
H -3.85 -0.91 -2.75 0.35
H 3.05 -2.88 4.48 0.23
H 0.20 -2.70 6.20 0.33
H 3.03 2.84 4.93 0.50
H 0.34 0.02 -4.32 0.55
H -5.88 2.40 -3.47 0.27
H -0.71 -5.40 -1.46 0.24
H -3.18 0.79 -5.94 0.30
H 0.67 -2.36 -2.36 0.63
H -2.09 5.61 -2.91 0.42
H 3.27 4.47 2.67 0.12
H 5.32 8.43 -0.90 0.44
H 4.18 -0.44 4.20 0.37
H 4.44 5.25 0.37 0.32
H -1.06 -4.94 -3.14 0.32
H -2.13 -0.53 -2.98 0.26
H -5.89 0.82 -2.68 0.17
H 1.32 2.50 4.74 0.37
H 0.23 6.07 1.13 0.34
H -1.14 4.47 -3.90 0.32
H 1.63 4.09 2.28 0.42
H -4.56 -6.24 1.99 0.32
H -4.89 4.27 -4.10 0.25
H -1.41 -3.81 -1.85 0.44
H -4.60 3.89 -0.79 0.34
H 2.70 4.52 0.97 0.27
H -7.22 -4.47 0.11 0.42
H -3.62 3.79 -5.27 0.30
H 2.78 8.63 4.17 0.34
H -7.13 -6.23 -1.17 0.38
H 2.90 -0.19 7.25 0.20
H -3.07 -1.15 -4.33 0.52
H -5.88 -3.36 0.28 0.31
H 5.62 8.97 0.76 0.27
H -2.96 -8.09 0.82 0.43
H -5.78 -7.28 -0.94 0.25
H -2.40 -6.96 -3.35 0.35
H -4.08 -6.77 -2.95 0.35
H -3.32 -5.59 -4.03 0.27
H 4.15 1.15 3.42 0.27
H 4.27 8.20 4.97 0.43
H 4.58 0.96 5.13 0.41
H 2.51 -3.36 2.91 0.39
H 0.05 -1.60 7.60 0.42
H -3.45 2.71 -0.17 0.35
H 5.15 5.60 2.71 0.28
H -3.67 -7.87 -0.77 0.27
H 2.32 -1.79 7.64 0.42
H 0.85 -1.66 1.68 0.18
H -1.29 4.27 -2.14 0.32
H -5.16 2.40 0.00 0.42
H 0.37 -3.15 2.52 0.49
H 2.07 0.30 -4.00 0.41
H 4.10 9.35 -0.06 0.33
H 2.97 7.00 4.81 0.31
H 0.15 5.61 2.85 0.39
H -6.59 -3.62 -1.32 0.34
H -4.77 0.28 -5.34 0.38
H 6.08 7.09 2.58 0.18
H -0.51 -1.68 2.82 0.36
H 5.56 6.52 4.15 0.41
H 0.31 7.29 2.41 0.32
H -3.60 5.35 -4.47 0.39
H -3.47 -4.84 2.01 0.35
H 2.62 -1.92 -4.28 0.21
H 1.00 -0.30 -2.74 0.33
H 3.33 -1.57 6.23 0.28
H 2.11 2.16 6.29 0.22
```

Summary:
Kohn-Sham gap: 6.4 eV
strongest force on any atom: 6.2 eV/A
charge: 0
total energy: -5000.88368 Ha
SMILES: C[C@H](F)CC1=C(S(=O)(=O)C(F)(F)C(F)(F)F)C(=O)OC1=O.CN(C)P(=O)(N(C)C)N(C)C.CN(C)P(=O)(N(C)C)N(C)C.CN(C)P(=O)(N(C)C)N(C)C.CN(C)P(=O)(N(C)C)N(C)C
LUMO level: -1.52 eV

=====

Entry 4:
ORCA calculation (ωB97M-V/def2-TZVPD) on a gas-phase ion, CH4BrN2O (charge +1).

Geometry as XYZ:
```
9
Properties=species:S:1:pos:R:3:mulliken_charge:R:1
Br -1.43 -1.18 0.93 0.03
O 0.67 0.79 1.77 -0.36
N -0.25 -0.60 -1.50 -0.41
N 0.68 0.49 0.44 -0.04
C -0.24 -0.28 -0.13 0.60
H 0.23 0.09 -2.02 0.27
H -0.19 1.02 2.15 0.36
H 1.64 0.68 0.15 0.29
H -1.12 -1.02 -1.78 0.26
```

Summary:
Kohn-Sham gap: 10.5 eV
strongest force on any atom: 4.6 eV/A
charge: +1
total energy: -2798.93451 Ha
SMILES: N/C(Br)=[NH+]/O
relative energy (zero: lowest compared OMol25 entry of this formula, charge and spin): 0.000 eV
LUMO level: -4.94 eV

=====

Entry 5:
ORCA calculation (ωB97M-V/def2-TZVPD) on a molecular structure, C14H9AgF2NO4.

Geometry as XYZ:
```
31
Properties=species:S:1:pos:R:3:mulliken_charge:R:1
Ag -3.71 -0.17 1.97 0.85
F -3.71 -1.19 0.05 -0.37
F -3.62 -1.47 -3.08 -0.22
O -1.42 -0.11 0.55 -0.19
O -2.72 0.34 -2.19 -0.36
O -2.47 -2.97 0.52 -0.40
O 2.56 -2.54 -1.79 -0.54
N -2.11 -1.80 -1.45 0.19
C 2.43 1.80 0.65 -0.65
C -2.71 -2.13 -0.26 0.68
C 1.91 -0.55 -0.69 0.11
C 3.22 -0.09 -0.60 -0.69
C 3.47 1.09 0.09 -0.80
C -2.82 -0.82 -2.25 0.46
C -0.49 -0.40 -0.19 0.71
C 0.27 -2.16 -1.75 -0.46
C 1.68 -1.81 -1.44 0.19
C -0.37 1.74 2.64 -0.85
C 0.86 0.17 -0.09 0.88
C 0.04 2.21 1.23 -0.86
C 1.10 1.37 0.59 0.30
C -0.72 -1.47 -1.19 -0.55
H -1.43 1.49 2.64 -0.06
H 0.09 -2.98 -2.43 0.57
H 0.20 0.88 2.97 0.35
H 0.40 3.24 1.25 0.60
H -0.26 2.56 3.35 0.38
H 4.48 1.45 0.18 0.42
H 2.65 2.72 1.18 0.44
H 4.03 -0.64 -1.05 0.53
H -0.83 2.22 0.59 0.32
```

Summary:
Kohn-Sham gap: 7.2 eV
strongest force on any atom: 1.6 eV/A
charge: +1
total energy: -1241.03476 Ha
LUMO level: -5.57 eV